[1]
Formula: C5H10O2
Source: the Open Molecules 2025 dataset
Level of theory: the ωB97M-V functional and the def2-TZVPD basis

Each line ends with the Mulliken charge.
CARTESIAN COORDINATES (ANGSTROEM)
1 C 1.23 1.80 0.32  -1.288
2 C 1.12 0.29 0.42  0.310
3 O 0.87 -0.10 1.77  -0.572
4 C 0.09 -0.22 -0.59  -0.068
5 C -0.62 -1.56 -0.38  -0.599
6 C -1.90 -0.73 -0.52  -0.335
7 O -1.16 0.49 -0.52  -0.438
8 H 1.90 2.18 1.09  0.362
9 H 1.63 2.09 -0.66  0.332
10 H 0.25 2.27 0.44  0.286
11 H 2.08 -0.18 0.17  0.266
12 H -0.05 -0.36 1.87  0.312
13 H 0.54 -0.12 -1.59  0.415
14 H -0.45 -2.33 -1.14  0.307
15 H -0.47 -2.00 0.61  0.202
16 H -2.62 -0.77 0.31  0.248
17 H -2.44 -0.88 -1.47  0.260

The energy relative to the best compared isomer or geometry (same formula, charge and spin) is 49.2 kcal/mol. As for the frontier orbital gap: 10.78 eV. The net charge is 0. As for the structure (SMILES): C[C@@H](O)[C@H]1CCO1.

[2]
Formula: C4H2KO2
Source: the Open Molecules 2025 dataset
Level of theory: the ωB97M-V functional and the def2-TZVPD basis

Each line ends with the Mulliken spin population.
CARTESIAN COORDINATES (ANGSTROEM)
1 H -0.88 -2.06 -0.75  -0.019
2 C -0.34 -1.29 -0.20  0.652
3 C -0.43 0.02 0.20  -0.065
4 O 0.84 -1.51 0.38  0.095
5 O 0.88 -0.16 0.85  0.006
6 K 3.50 0.67 0.14  0.001
7 C -1.09 1.37 -0.29  -0.025
8 C -1.53 0.97 0.85  0.336
9 H -0.95 1.98 -1.18  0.019

The energy relative to the best compared isomer or geometry (same formula, charge and spin) is 148.0 kcal/mol. As for the frontier orbital gap (alpha / beta): 2.15 / 4.52 eV. The net charge is 0. As for the multiplicity: 2.

[3]
Formula: C3H6O2P
Source: the Open Molecules 2025 dataset
Level of theory: the ωB97M-V functional and the def2-TZVPD basis

Each line ends with the Mulliken charge.
CARTESIAN COORDINATES (ANGSTROEM)
1 C 0.66 -0.55 0.43  -0.528
2 C 0.51 0.89 -0.06  -0.403
3 C -0.67 -1.05 -0.02  -0.750
4 O -2.96 0.31 -0.54  -0.567
5 O 1.87 1.57 0.05  -0.519
6 P -1.88 0.28 0.51  0.140
7 H 1.43 -1.16 -0.06  0.306
8 H 0.49 -0.57 1.48  0.286
9 H 1.56 2.51 0.37  0.314
10 H 0.40 0.88 -1.21  0.063
11 H -0.51 -0.99 -1.17  0.240
12 H -0.90 -2.11 0.23  0.417

The energy relative to the best compared isomer or geometry (same formula, charge and spin) is 85.9 kcal/mol. As for the frontier orbital gap (alpha / beta): 6.94 / 6.94 eV. The net charge is -1.

[4]
Formula: C27H30FN4O3PS
Source: the Open Molecules 2025 dataset
Level of theory: the ωB97M-V functional and the def2-TZVPD basis

Each line ends with the Mulliken charge.
CARTESIAN COORDINATES (ANGSTROEM)
1 C 0.09 3.46 1.26  -1.020
2 C -0.12 2.02 0.43  0.119
3 P 1.63 1.28 0.22  0.304
4 C 2.18 0.71 2.00  -0.966
5 C 1.63 -0.23 -0.99  -0.075
6 C 0.70 -1.56 -0.61  -0.090
7 C -0.27 -1.66 0.72  0.283
8 C -1.83 -1.69 0.14  -0.628
9 S -2.97 -0.50 1.03  -0.045
10 C -3.40 0.91 -0.13  0.401
11 N -3.99 0.75 -1.52  -0.271
12 N -4.20 1.94 -2.22  -0.320
13 C -3.76 3.02 -1.23  -0.048
14 O -3.30 2.38 0.01  -0.181
15 C 0.68 -2.91 -1.60  -0.339
16 C 1.59 -2.91 -2.96  -0.732
17 C 2.49 -1.57 -3.31  0.022
18 C 2.52 -0.19 -2.37  0.243
19 C 3.45 1.05 -2.91  0.509
20 O 3.66 2.21 -2.23  -0.578
21 C 4.18 0.99 -4.41  0.315
22 C 4.93 2.30 -5.08  0.319
23 C 6.12 2.95 -4.17  -0.866
24 F 5.49 2.05 -6.43  -0.335
25 C 4.15 -0.28 -5.23  -0.705
26 C 3.40 -1.67 -4.71  0.328
27 O 3.46 -2.82 -5.39  -0.572
28 H -0.43 3.38 2.33  0.209
29 H 1.24 3.69 1.44  0.362
30 H -0.39 4.37 0.67  0.244
31 H -0.73 1.33 1.16  -0.188
32 H -0.61 2.19 -0.62  0.294
33 H 3.14 1.32 2.27  0.331
34 H 2.38 -0.44 2.06  0.306
35 H 1.33 1.02 2.78  0.275
36 H -0.10 -2.75 1.17  -0.126
37 H -0.11 -0.81 1.51  0.276
38 H -1.78 -1.39 -0.99  0.486
39 H -2.31 -2.77 0.22  0.279
40 H -3.83 4.16 -1.53  0.342
41 H 0.04 -3.88 -1.37  0.192
42 H 1.58 -3.87 -3.64  0.306
43 H 4.07 3.11 -5.23  0.230
44 H 6.13 2.59 -3.04  0.248
45 H 7.19 2.87 -4.67  0.318
46 H 5.89 4.12 -4.12  0.222
47 H 4.64 -0.36 -6.31  0.297
48 N -4.74 2.73 2.55  0.073
49 C -6.02 2.37 2.89  -0.332
50 C -6.34 3.02 4.06  -0.604
51 C -5.22 3.80 4.43  -0.543
52 C -4.25 3.61 3.48  -0.438
53 H -4.24 2.40 1.73  0.349
54 H -6.59 1.69 2.28  0.383
55 H -7.28 2.95 4.59  0.381
56 H -5.13 4.44 5.30  0.386
57 H -3.25 4.01 3.38  0.348
58 N -0.67 -4.82 3.28  0.059
59 C -0.49 -5.61 2.18  -0.178
60 C 0.00 -6.83 2.60  -0.641
61 C 0.11 -6.77 4.01  -0.351
62 C -0.31 -5.52 4.40  -0.559
63 H -1.01 -3.87 3.27  0.200
64 H -0.72 -5.24 1.19  0.353
65 H 0.24 -7.67 1.97  0.391
66 H 0.46 -7.55 4.67  0.384
67 H -0.39 -5.06 5.38  0.366

As for the frontier orbital gap: 6.14 eV. The net charge is 0. As for the structure (SMILES): CCP(C)c1c(CCSc2nnco2)ccc2c1C(=O)C([C@@H](C)F)=CC2=O.c1cc[nH]c1.c1cc[nH]c1.

[5]
Formula: C5H11NO
Source: the Open Molecules 2025 dataset
Level of theory: the ωB97M-V functional and the def2-TZVPD basis

Each line ends with the Mulliken charge.
CARTESIAN COORDINATES (ANGSTROEM)
1 O -0.05 0.88 3.32  -0.487
2 C 0.21 1.33 2.25  -0.157
3 N 0.29 0.56 1.10  -0.058
4 C -0.85 -0.40 0.96  -0.681
5 C -0.84 -0.99 -0.37  -0.498
6 C -0.38 -0.09 -1.48  -0.382
7 C 1.13 -0.14 -1.67  -0.947
8 H 0.82 2.23 2.18  0.391
9 H 1.23 0.28 0.78  0.127
10 H -0.78 -1.06 1.75  0.445
11 H -1.69 0.19 1.26  0.397
12 H -0.14 -1.82 -0.38  0.264
13 H -1.81 -1.34 -0.73  0.275
14 H -0.74 1.07 -1.30  0.232
15 H -0.89 -0.32 -2.47  0.318
16 H 1.34 -1.23 -1.97  0.256
17 H 1.59 0.16 -0.72  0.235
18 H 1.58 0.71 -2.52  0.269

The energy relative to the best compared isomer or geometry (same formula, charge and spin) is 64.5 kcal/mol. As for the frontier orbital gap: 10.35 eV. The net charge is 0. As for the structure (SMILES): CCCCNC=O.

[6]
Formula: C4H5N3
Source: the Open Molecules 2025 dataset
Level of theory: the ωB97M-V functional and the def2-TZVPD basis

Each line ends with the Mulliken charge.
CARTESIAN COORDINATES (ANGSTROEM)
1 C 0.99 0.43 -0.34  0.334
2 C 2.57 2.18 1.47  0.106
3 C -1.26 0.37 -0.05  -0.953
4 C -0.18 -0.35 -0.35  0.575
5 N 1.97 1.01 -0.58  -0.518
6 N 1.97 1.87 2.41  -0.399
7 N 0.14 -1.65 -0.48  -0.434
8 H -0.97 1.40 -0.03  0.257
9 H -2.34 0.11 0.04  0.290
10 H 3.10 2.58 0.73  0.301
11 H 1.10 -1.88 -0.54  0.212
12 H -0.56 -2.45 -0.59  0.230

The energy relative to the best compared isomer or geometry (same formula, charge and spin) is 72.0 kcal/mol. As for the frontier orbital gap: 9.79 eV. The net charge is 0. As for the structure (SMILES): C=C(N)C#N.C#N.

[7]
Formula: C2H5N3S
Source: the Open Molecules 2025 dataset
Level of theory: the ωB97M-V functional and the def2-TZVPD basis

Each line ends with the Mulliken charge.
CARTESIAN COORDINATES (ANGSTROEM)
1 C -0.16 -1.24 0.05  -0.107
2 C 1.35 0.46 -0.08  -0.033
3 H -1.24 1.60 1.01  0.256
4 H -0.90 1.48 -0.74  0.244
5 H 0.68 -1.98 0.01  0.305
6 H -1.72 -0.67 -0.18  0.486
7 H 1.38 1.51 -0.57  0.242
8 N -0.89 0.96 0.12  -0.749
9 N 0.17 0.07 0.26  0.294
10 N -1.35 -1.65 0.02  -0.611
11 S 2.68 -0.54 0.11  -0.326

The energy relative to the best compared isomer or geometry (same formula, charge and spin) is 81.4 kcal/mol. As for the frontier orbital gap: 8.64 eV. The net charge is 0. As for the structure (SMILES): [H]/N=C\N(N)C=S.

[8]
Formula: C31H35ClNO5
Source: the Open Molecules 2025 dataset
Level of theory: the ωB97M-V functional and the def2-TZVPD basis

Each line ends with the Mulliken charge.
CARTESIAN COORDINATES (ANGSTROEM)
1 C 2.45 1.57 -5.04  -0.986
2 C 1.43 0.46 -4.99  -0.328
3 O 0.47 0.79 -3.97  -0.315
4 C -0.50 -0.19 -3.93  -0.007
5 C -1.63 0.16 -3.08  -0.952
6 C -2.85 -0.55 -3.19  0.997
7 C -2.91 -1.89 -3.71  -0.846
8 C -4.12 -2.58 -3.75  0.434
9 Cl -4.13 -4.21 -4.31  -0.274
10 C -5.31 -1.98 -3.32  -0.668
11 C -5.28 -0.66 -2.87  -0.324
12 C -4.09 0.04 -2.80  -0.682
13 O -0.36 -1.20 -4.61  -0.770
14 H 3.12 1.39 -5.89  0.429
15 H 1.99 2.55 -5.17  0.262
16 H 3.08 1.59 -4.14  0.081
17 H 0.94 0.38 -5.97  0.371
18 H 1.91 -0.50 -4.75  0.293
19 H -1.63 1.17 -2.68  0.688
20 H -2.01 -2.35 -4.09  0.599
21 H -6.23 -2.56 -3.34  0.373
22 H -6.21 -0.18 -2.55  0.362
23 H -4.07 1.08 -2.45  0.301
24 C 4.01 3.14 0.55  -1.818
25 C 3.30 2.08 -0.30  2.477
26 C 2.63 2.78 -1.48  -1.883
27 C 4.35 1.10 -0.83  -1.802
28 C 2.25 1.31 0.55  -0.362
29 C 0.95 1.20 0.16  -0.491
30 C -0.02 0.44 0.88  -0.150
31 C -1.33 0.29 0.37  -0.877
32 C -2.43 -0.13 1.17  0.220
33 C -2.53 0.15 2.58  -0.366
34 C -3.55 -0.38 3.35  -0.546
35 C -4.52 -1.21 2.75  -0.008
36 N -5.39 -1.98 3.57  0.937
37 O -6.17 -2.79 3.02  -0.589
38 O -5.32 -1.84 4.81  -0.610
39 C -4.52 -1.41 1.35  -0.607
40 C -3.51 -0.87 0.58  -0.284
41 C 0.42 -0.20 2.09  -0.838
42 C 1.71 -0.14 2.55  -0.609
43 C 2.17 -0.91 3.81  2.188
44 C 3.19 -1.99 3.42  -1.701
45 C 1.00 -1.60 4.51  -2.064
46 C 2.83 0.04 4.81  -1.767
47 C 2.70 0.61 1.76  1.886
48 O 3.91 0.63 2.11  -0.806
49 H 4.52 2.66 1.39  0.357
50 H 4.74 3.68 -0.07  0.454
51 H 3.27 3.86 0.94  0.376
52 H 2.13 2.06 -2.14  0.069
53 H 1.90 3.51 -1.13  0.378
54 H 3.39 3.31 -2.07  0.491
55 H 3.87 0.32 -1.44  0.325
56 H 5.09 1.63 -1.44  0.468
57 H 4.86 0.62 0.02  0.381
58 H 0.60 1.72 -0.74  0.461
59 H -1.49 0.49 -0.68  0.443
60 H -1.79 0.78 3.07  0.602
61 H -3.61 -0.20 4.42  0.464
62 H -5.30 -2.02 0.91  0.514
63 H -3.48 -1.05 -0.49  0.353
64 H -0.31 -0.78 2.65  0.784
65 H 4.07 -1.53 2.96  0.373
66 H 3.50 -2.55 4.31  0.443
67 H 2.74 -2.69 2.70  0.340
68 H 0.24 -0.86 4.82  0.389
69 H 0.53 -2.35 3.86  0.375
70 H 1.36 -2.11 5.42  0.432
71 H 2.13 0.82 5.12  0.364
72 H 3.15 -0.52 5.70  0.465
73 H 3.71 0.51 4.36  0.334

As for the frontier orbital gap: 3.65 eV. The net charge is -1.